Here is a molecular structure, C14H26GdIOP2Te at a distorted geometry from OMol25. Energies are from wB97M-V/def2-TZVPD.

ORCA input file:
```
! RIJCOSX wB97M-V def2-TZVPD def2/J DEFGRID3
* xyz 2 8
C -0.7927 -3.4688 -2.1892
I 1.9609 -2.8279 -3.7632
H -1.6257 -3.2879 -1.4750
H -0.3334 -4.4246 -1.9838
H -1.1673 -3.5445 -3.1983
Gd 0.3996 -1.6393 -1.5623
P 1.0857 -2.1442 1.1283
C 2.9114 -2.3238 1.0589
C 0.8079 -1.3725 2.7796
H 1.5452 -1.7842 3.4870
H 1.3743 -4.2585 2.2781
H -0.2074 -1.6395 3.1197
H -0.3737 -3.8395 2.0939
H 3.3995 -1.3410 1.1188
H 0.8909 -0.2750 2.7383
C 0.6067 -3.8774 1.5913
H 3.2118 -2.9527 1.9152
H 0.5425 -4.5058 0.6921
H 3.2062 -2.8228 0.1222
P -0.9276 0.7469 -2.3421
C 0.2183 1.5753 -3.5385
C -2.3696 0.3964 -3.4434
H -2.5369 1.9006 -0.9425
H -1.8530 2.9829 -2.2089
H -0.9085 2.6216 -0.7289
C -1.6106 2.1928 -1.4722
H -3.2648 0.3093 -2.8085
H -2.4757 1.2432 -4.1304
H -0.4112 2.2690 -4.1286
H 0.6807 0.8350 -4.2082
H -2.2124 -0.5342 -4.0041
H 1.0001 2.1344 -2.9969
C 2.3574 -0.4232 -2.2504
O 3.2295 0.2744 -2.5713
Te 1.0254 0.9355 0.1932
C 0.0208 2.0127 1.7360
C 0.8010 2.9221 2.4993
C 0.1923 3.7373 3.4539
C -1.1726 3.6924 3.6866
C -1.9466 2.8007 2.9356
C -1.3650 1.9336 1.9962
H 1.8841 2.9743 2.3174
H 0.8094 4.4209 4.0310
H -1.6214 4.3596 4.4152
H -3.0215 2.8101 3.1002
H -1.9641 1.2059 1.4591
*
```

Calculated values
Expectation value of S²: 16.11
Lowest unoccupied orbital energy (alpha / beta) (eV): -7.0 / -10.3
Kohn-Sham gap (alpha / beta) (eV): 6.92 / 3.41

Here is a molecular structure, C14H26IrNOP at a distorted geometry from OMol25. Energies are from wB97M-V/def2-TZVPD.

ORCA input file:
```
! RIJCOSX wB97M-V def2-TZVPD def2/J DEFGRID3
* xyz 2 6
C 0.3282 3.5177 -1.3584
C -0.9242 3.0168 -1.0444
C -1.0667 1.7308 -0.5172
C 0.0736 0.9181 -0.3737
C 1.3461 1.4887 -0.5213
C 1.4659 2.7826 -1.0396
C -2.4549 1.3490 -0.1316
C -2.7416 -0.1248 0.1442
N -1.9418 -1.0218 -0.7460
Ir -0.0028 -1.0851 -0.2296
C 2.5557 0.6985 -0.1323
P 2.0835 -1.0956 0.1086
H -1.8216 3.6130 -1.1993
H 2.4632 3.1935 -1.1946
H 0.4197 4.4791 -1.8536
H 2.9717 1.0267 0.8277
H 3.3498 0.7564 -0.8840
H -2.7610 1.8925 0.7807
H -3.1622 1.6717 -0.9043
H -2.4847 -0.4020 1.1784
C 2.9468 -1.5585 1.6244
C 2.9608 -1.9466 -1.2375
H -3.8060 -0.3752 -0.0251
C -2.0534 -0.6728 -2.2046
C -2.2500 -2.4503 -0.4964
H -0.2802 -1.2387 3.4859
H -2.7535 -1.3769 -2.6873
H -2.3802 0.3586 -2.3685
H -1.0662 -0.8095 -2.6595
H -2.4491 -2.9541 -1.4448
H -1.3559 -2.8838 0.0024
H -3.1117 -2.5182 0.1816
H 4.0449 -1.8605 -1.1157
H 2.6746 -3.0038 -1.2359
H 2.6570 -1.5105 -2.1952
H 4.0413 -1.6115 1.4760
H 2.7272 -0.8274 2.4180
H 2.5993 -2.5444 1.9617
H 0.2261 -2.0763 -1.4932
C -0.2145 0.7306 3.4693
O -0.2105 -0.5407 2.8119
H 0.5344 0.8361 4.2643
H -1.1985 0.9865 3.8881
H 0.0213 1.4418 2.6705
*
```

Calculated values
Expectation value of S²: 8.78
Lowest unoccupied orbital energy (alpha / beta) (eV): -6.8 / -10.8
Kohn-Sham gap (alpha / beta) (eV): 5.13 / 5.74
Relative energy (zero: lowest compared OMol25 entry of this formula, charge and spin) (eV): 0.2763

Here is C14H26N2O4S in the gas phase at a distorted geometry from OMol25. Energies are from wB97M-V/def2-TZVPD.

ORCA input file:
```
! RIJCOSX wB97M-V def2-TZVPD def2/J DEFGRID3
* xyz 0 1
C -4.5023 -2.9273 -0.2541
H -4.1356 -3.9468 -0.1630
C -4.0846 -2.1014 0.9568
C -4.4833 -0.6454 0.8155
H -5.4856 -0.5257 0.4124
H -4.4004 -0.0995 1.7506
S -3.3733 0.2330 -0.3267
O -3.7180 1.6287 -0.2634
O -3.3921 -0.3905 -1.6200
N -1.8809 -0.0735 0.3816
C -0.8214 -0.4514 -0.5272
C -0.2712 0.7618 -1.2757
H -1.0845 1.1869 -1.8681
H 0.5282 0.4492 -1.9515
C 0.2366 1.8222 -0.2850
C 1.5070 1.3147 0.3935
O 1.5396 0.7707 1.4787
N 2.6214 1.5208 -0.3466
H 2.5394 1.9353 -1.2613
C 3.9249 1.0459 0.0470
H 4.6654 1.8402 -0.0809
H 3.8641 0.7808 1.1039
C 4.3719 -0.1781 -0.7805
C 3.5998 -1.4428 -0.3953
H 3.5686 -2.1372 -1.2357
C 4.4614 -2.0038 0.7343
H 4.2007 -1.5253 1.6779
C 5.8697 -1.6004 0.2938
H 6.3430 -2.3960 -0.2962
O 5.7389 -0.4519 -0.5339
H 6.5240 -1.3539 1.1347
H 4.3616 -3.0804 0.8485
H 2.5847 -1.2181 -0.0784
H 4.2705 0.0652 -1.8468
C -0.8677 2.1603 0.7222
C -1.4569 0.9031 1.3636
H -2.3296 1.1709 1.9600
H -0.7093 0.4288 2.0043
H -0.4680 2.8052 1.5062
H -1.6692 2.6874 0.2025
H 0.4928 2.7319 -0.8403
H -1.2416 -1.1696 -1.2313
H -0.0359 -0.9336 0.0629
H -3.0008 -2.1444 1.0799
H -4.5446 -2.5152 1.8583
H -5.5865 -2.9587 -0.3374
H -4.0998 -2.4855 -1.1606
*
```

Calculated values
Lowest unoccupied orbital energy (eV): 0.7
Kohn-Sham gap (eV): 10.07
SMILES: CCCS(=O)(=O)N1CCC(C(=O)NC[C@@H]2CCCO2)CC1
Relative energy (zero: lowest compared OMol25 entry of this formula, charge and spin) (eV): 0.1654

Here is a molecular structure, C14H26NO3PSV at a distorted geometry from OMol25. Energies are from wB97M-V/def2-TZVPD.

ORCA input file:
```
! RIJCOSX wB97M-V def2-TZVPD def2/J DEFGRID3
* xyz 0 4
C 4.7502 -0.9012 -0.6217
C 4.2860 0.1275 0.1957
C 2.9032 0.3972 0.3121
C 2.0071 -0.3855 -0.4116
C 2.4675 -1.4304 -1.2071
C 3.8392 -1.7013 -1.3117
C 2.4724 1.4662 1.2821
C 1.4571 2.5624 0.8824
N 0.6809 2.3492 -0.3419
V -0.2167 -0.2175 -0.1307
C 1.4668 -2.2718 -1.9438
P -0.0558 -1.2431 -2.2021
H 4.9837 0.7470 0.7639
H 4.1636 -2.5306 -1.9416
H 5.8198 -1.0862 -0.7130
H 1.1426 -3.1527 -1.3639
H 1.8284 -2.6126 -2.9231
H 2.0985 0.9920 2.2092
H 3.3742 2.0218 1.5746
H 0.7329 2.6657 1.7083
C -1.3228 -2.4330 -2.6682
C 0.3605 -0.3373 -3.7288
H 1.9907 3.5266 0.7542
C 1.4581 2.5408 -1.5656
C -0.5034 3.2132 -0.3561
H -1.9888 0.1158 -0.9883
H 1.8687 3.5706 -1.5803
H 2.2730 1.8053 -1.6147
H 0.7919 2.3753 -2.4301
H -0.1980 4.2791 -0.3484
H -1.0955 2.9871 -1.2564
H -1.1204 2.9748 0.5240
H 0.3464 -1.0348 -4.5765
H -0.3828 0.4542 -3.8874
H 1.3532 0.1257 -3.6552
H -1.1340 -2.8116 -3.6795
H -1.3264 -3.2581 -1.9465
H -2.2935 -1.9255 -2.6317
H -1.6553 0.7250 -1.2558
C -2.0664 -1.1760 3.1917
S -0.7142 -0.2251 2.4765
O -1.3415 0.8392 1.6139
O 0.1498 0.2315 3.5188
O -0.0699 -1.2655 1.5337
H -2.6899 -0.5003 3.7831
H -1.5970 -1.9334 3.8287
H -2.6476 -1.6489 2.3915
*
```

Calculated values
Expectation value of S²: 3.77
Lowest unoccupied orbital energy (alpha / beta) (eV): 0.4 / 0.1
Kohn-Sham gap (alpha / beta) (eV): 7.32 / 7.92

Here is 3 unconnected molecules or ions with the total composition C14H26O2P2S at a distorted geometry from OMol25. Energies are from wB97M-V/def2-TZVPD.

ORCA input file:
```
! RIJCOSX wB97M-V def2-TZVPD def2/J DEFGRID3
* xyz 0 1
C 6.1946 -1.0893 1.7127
C 5.7128 -2.0048 1.1096
C 4.9770 -3.1843 0.5915
C 4.1609 -3.8310 1.7310
C 2.7650 -3.2202 1.9124
P 1.6037 -3.6638 0.5141
C 0.0156 -4.2653 1.3878
C -0.8643 -3.1036 1.8018
C -1.9737 -2.7034 1.1682
P 1.0048 -1.8421 -0.5288
S 2.5272 -1.1945 -1.5738
H 6.4054 -0.3082 2.4038
H 5.7260 -3.9050 0.2408
H 4.3729 -2.8975 -0.2767
H 4.0965 -4.9190 1.6093
H 4.7288 -3.6718 2.6573
H 2.3270 -3.6610 2.8210
H 2.7981 -2.1395 2.1056
H 0.3784 -4.7260 2.3124
H -0.5129 -4.9898 0.7701
H -0.5547 -2.5474 2.6942
H -2.8979 -2.4271 1.6707
H -1.9700 -2.6344 0.0761
H -0.1333 -2.0929 -1.3379
H 0.5499 -0.9095 0.4361
C -0.9052 3.1335 -1.6587
C 0.1382 2.2331 -1.0487
O -0.1482 1.1436 -0.6029
C 1.5583 2.7395 -1.0135
H -1.8695 2.6473 -1.6186
H -0.9611 4.0700 -1.1024
H -0.6550 3.3342 -2.7026
H 1.6109 3.6598 -0.4285
H 1.9121 2.9242 -2.0288
H 2.1985 1.9899 -0.5507
C -5.7924 4.0090 -2.7074
C -4.8585 4.1688 -1.5338
O -3.7404 3.7066 -1.5498
C -5.3777 4.9291 -0.3389
H -5.2924 3.4448 -3.4922
H -6.6881 3.4668 -2.4001
H -6.0691 4.9889 -3.0999
H -6.2555 4.4264 0.0702
H -5.6365 5.9486 -0.6293
H -4.6060 4.9674 0.4275
*
```

Calculated values
Lowest unoccupied orbital energy (eV): 0.7
Kohn-Sham gap (eV): 8.75
SMILES: C#CCCCP(CC=C)[PH2]=S.CC(C)=O.CC(C)=O

Here is C14H26Si2 in the gas phase at a distorted geometry from OMol25. Energies are from wB97M-V/def2-TZVPD.

ORCA input file:
```
! RIJCOSX wB97M-V def2-TZVPD def2/J DEFGRID3
* xyz 0 1
C -0.3218 -0.5182 -2.6726
C 0.7559 0.1427 -2.1611
C -1.2975 -0.9637 -1.8121
C -0.0997 -0.0095 0.0351
C 0.9406 0.3690 -0.8148
C -1.2322 -0.6440 -0.4545
C 0.5460 3.4541 -1.3797
C 3.5415 3.6368 -1.2555
C 2.0289 3.4631 1.4586
C -1.1872 -2.4964 2.9439
C -3.6652 -3.5908 1.4554
C -0.7059 -3.6825 0.1872
C 2.1893 1.0563 -0.3649
C -2.3662 -1.1268 0.4033
Si 2.0584 2.9620 -0.3675
Si -1.9637 -2.7678 1.2179
H -0.3266 -0.7629 -3.7339
H 1.5632 0.3971 -2.8527
H -2.1562 -1.4411 -2.2817
H -0.0105 0.2054 1.0721
H 0.8351 3.4890 -2.4107
H -0.0950 2.6044 -1.2981
H 0.0022 4.3916 -1.1011
H 3.8350 4.6188 -0.9375
H 3.3060 3.7477 -2.3168
H 4.4026 2.9503 -1.1337
H 1.3823 4.3624 1.5806
H 1.7132 2.6490 2.0687
H 3.0299 3.7603 1.7678
H -0.1065 -2.3088 2.9660
H -1.6485 -1.6468 3.4041
H -1.3394 -3.4110 3.5308
H -3.5204 -4.4120 2.1512
H -4.1853 -3.8627 0.5518
H -4.2583 -2.8446 1.9875
H -0.5515 -4.6894 0.5404
H 0.2589 -3.1816 0.1936
H -1.0206 -3.7288 -0.8578
H 2.4053 0.7753 0.6933
H 3.1038 0.7852 -0.9614
H -3.2262 -1.3262 -0.1848
H -2.6140 -0.4049 1.1435
*
```

Calculated values
Lowest unoccupied orbital energy (eV): 0.8
Kohn-Sham gap (eV): 9.15
SMILES: C[Si](C)(C)Cc1cccc(C[Si](C)(C)C)c1
Relative energy (zero: lowest compared OMol25 entry of this formula, charge and spin) (eV): 0.0000

Here is a molecular structure, C14H27AgN2O7 at a distorted geometry from OMol25. Energies are from wB97M-V/def2-TZVPD.

ORCA input file:
```
! RIJCOSX wB97M-V def2-TZVPD def2/J DEFGRID3
* xyz 1 2
C -3.4093 -3.2749 -1.2456
C -1.8935 -3.3708 -1.6312
C -1.0478 -3.1226 -0.3338
O -1.6104 -2.7536 0.6431
O 0.2997 -3.4091 -0.4288
C 1.1132 -2.5315 0.3528
C 1.4558 -1.1924 -0.4165
N 0.3650 -0.1953 -0.3682
C 0.1130 0.2090 -1.7590
C -1.1073 1.1348 -2.0434
C -2.5062 0.4888 -1.6502
N -3.1145 -0.0546 -2.8856
C 0.5828 0.8885 0.5754
C 1.3545 0.5250 1.9033
C 0.9023 1.2141 3.2279
C 1.1272 2.7588 3.3102
O 2.5628 2.9864 3.2173
C 1.3883 2.1060 -0.0626
O 2.6450 1.6587 -0.6500
O 3.7063 2.2194 0.0523
C -0.8340 1.4131 1.0692
O -1.6122 0.6597 1.5583
O -1.2317 2.6673 0.9285
H -3.6511 -2.2656 -0.8373
H -3.6866 -4.0175 -0.4608
H -4.0846 -3.4503 -2.1118
H -1.7087 -4.4048 -2.0024
H -1.6354 -2.6644 -2.4480
H 2.0999 -3.0490 0.4718
H 0.6943 -2.3613 1.3646
H 1.6704 -1.5497 -1.4559
H 2.4532 -0.7921 -0.0856
H -0.1110 -0.7278 -2.3347
H 1.0024 0.6483 -2.2984
H -1.0872 2.1314 -1.5523
H -1.1548 1.2916 -3.1492
H -2.4007 -0.2406 -0.8134
H -3.1567 1.3369 -1.3188
H -2.4618 -0.7364 -3.2668
H -4.0115 -0.4748 -2.6523
H 2.4228 0.8270 1.7407
H 1.3981 -0.5647 2.1273
H -0.1055 0.9037 3.5945
H 1.5926 0.8052 4.0155
H 0.7844 3.0916 4.3197
H 0.6623 3.3326 2.4814
H 2.6652 3.8934 2.8888
H 1.6699 2.8754 0.6867
H 0.8344 2.6250 -0.8717
H 4.2671 1.4260 0.2852
Ag 5.7898 1.0862 0.3198
*
```

Calculated values
Expectation value of S²: 0.78
Lowest unoccupied orbital energy (alpha / beta) (eV): -7.3 / -7.3
Kohn-Sham gap (alpha / beta) (eV): 3.88 / 3.87

Here is a molecular structure, C14H27AlBF5N2O9PS2 at a distorted geometry from OMol25. Energies are from wB97M-V/def2-TZVPD.

ORCA input file:
```
! RIJCOSX wB97M-V def2-TZVPD def2/J DEFGRID3
* xyz -1 1
C 1.9358 -3.8672 -0.2146
C 1.6706 -4.3256 -1.6534
C 0.4727 -3.6392 -2.2962
O -0.5895 -4.1481 -2.2595
O 0.7448 -2.4860 -2.9296
C -0.3227 -1.5234 -2.8847
C 0.1470 -0.1208 -2.5307
C 0.8630 -0.0238 -1.1273
B 2.4011 -0.0227 -1.5456
O 2.8938 0.9622 -2.3707
O 3.3002 -1.0004 -1.1112
C 3.9558 -1.5759 -2.2686
O 0.4506 -1.1281 -0.3830
Al -1.0716 -0.7724 0.5317
S -3.0247 -1.6945 -0.2102
C -1.1432 -1.0264 2.5316
C -2.0511 0.0455 3.2112
C -3.5593 -0.1202 2.9033
C -4.0067 0.9824 1.9324
N -5.2781 0.6740 1.2363
O -0.8831 1.0158 0.1058
C 0.4271 1.2341 -0.2464
P 1.4119 0.9994 1.3543
N 0.6119 1.9433 2.5573
O 2.9141 1.7142 1.1830
S 0.4830 2.8609 -1.0644
O 1.8185 3.3381 -1.2470
O -0.2123 2.8539 -2.3101
C -0.3566 4.1716 -0.0202
F -1.3614 3.7339 0.6863
F -0.8493 5.0390 -0.8875
C 0.6466 4.9827 0.8552
F 1.5393 4.2371 1.4458
F 1.2327 5.8975 0.1671
F -0.0508 5.5686 1.8134
H 1.0304 -3.6287 0.3297
H 2.6662 -3.0743 -0.1466
H 2.3851 -4.7177 0.3096
H 2.5239 -4.2065 -2.3215
H 1.3971 -5.3746 -1.6096
H -0.7491 -1.4492 -3.8878
H -1.1319 -1.7967 -2.2194
H 0.7510 0.2980 -3.3370
H -0.7524 0.4962 -2.4814
H 3.6239 1.4306 -1.9450
H 4.7955 -0.9577 -2.5801
H 4.3085 -2.5763 -2.0359
H 3.2373 -1.6233 -3.0846
H -2.8424 -3.0279 -0.2626
H -0.1694 -1.0676 3.0276
H -1.6517 -1.9796 2.7122
H -1.7762 1.0537 2.9072
H -1.9397 -0.0484 4.2960
H -3.8387 -1.1122 2.5597
H -4.1003 0.0827 3.8319
H -4.1476 1.9088 2.4949
H -3.2444 1.1713 1.1714
H -5.1129 0.7521 0.2445
H -5.5950 -0.2571 1.4630
H 1.2546 2.6218 2.9604
H 0.3756 1.3047 3.3093
H 3.5426 0.9979 1.3401
*
```

Calculated values
Lowest unoccupied orbital energy (eV): 2.5
Kohn-Sham gap (eV): 7.88

no.,E_tot (eV)
1,-71772.284
2,-30581.125
3,-36945.747
4,-68382.554
5,-48443.430
6,-30696.958
7,-36250.903
8,-88190.954